Computed, not measured: a structure of composition C51H50N3O2P2S2Ti, with ωB97M-V with the def2-TZVPD basis set.

```
111
Properties=species:S:1:pos:R:3:forces:R:3
Ti 0.220336 -0.429084 0.551494 0.0 0.8 0.1
C 2.697123 -1.628466 2.370310 -0.1 0.2 0.1
P 2.873805 -0.772958 0.727911 -0.2 -0.4 -0.1
C 3.580393 -1.784967 -0.637869 -0.1 0.1 -0.2
C 3.709448 -3.162338 -0.761866 0.1 -0.1 0.1
C 4.084060 -3.746810 -1.970061 0.0 0.0 0.1
C 4.341576 -2.960895 -3.079379 0.0 0.0 0.0
C 4.238641 -1.577961 -2.967892 0.0 0.0 0.0
C 3.860641 -1.001583 -1.766517 0.0 -0.1 -0.1
C 4.318139 0.289854 1.060136 0.0 0.1 0.0
C 4.287196 1.657845 0.825564 0.0 0.0 0.0
C 5.430414 2.428628 1.022826 0.0 0.0 -0.1
C 6.603895 1.836320 1.458074 0.0 0.0 0.0
C 6.643295 0.463988 1.690512 0.0 0.0 0.0
C 5.508713 -0.302452 1.487077 0.1 0.0 0.0
C 1.862256 -0.650340 3.171803 0.0 0.1 0.0
C 2.009975 -0.196877 4.463979 -0.1 0.0 0.1
C 1.034927 0.827756 4.646658 0.0 0.0 0.0
C 0.360784 0.943720 3.448861 0.1 0.0 0.0
C -0.570617 2.004093 2.934341 0.2 -0.1 0.0
P -0.017184 2.376904 1.210454 0.1 -0.2 -0.1
C -1.309963 3.521028 0.582814 -0.1 0.0 0.0
C -1.354651 3.821609 -0.781369 0.0 0.1 0.0
C -2.343461 4.644025 -1.308612 0.1 0.0 0.0
C -3.324510 5.168266 -0.476506 0.0 0.0 0.0
C -3.297305 4.877022 0.881650 0.0 0.0 0.0
C -2.297024 4.065656 1.406219 0.0 0.0 0.0
C 1.392885 3.520949 1.463998 0.0 0.2 0.0
C 1.878013 4.246194 0.371948 0.1 0.0 0.1
C 2.941511 5.126743 0.517553 -0.1 0.0 0.0
C 3.544556 5.286427 1.759025 0.0 0.0 0.0
C 3.090549 4.549287 2.841342 0.0 0.0 0.0
C 2.021838 3.669871 2.698558 0.0 0.0 0.0
N 0.842913 0.034618 2.546451 0.2 -0.5 -0.2
H 3.662936 -1.762431 2.846056 0.1 -0.1 0.1
H 2.214236 -2.605828 2.326020 0.1 0.2 0.0
H 3.557179 -3.818083 0.084554 0.0 0.0 0.1
H 4.188826 -4.824729 -2.029446 0.0 0.1 0.0
H 4.635349 -3.414773 -4.020568 0.0 0.0 0.1
H 4.454227 -0.944415 -3.820673 0.0 0.0 0.0
H 3.779181 0.078641 -1.709195 0.0 0.0 0.0
H 3.374802 2.131461 0.483608 0.1 -0.1 0.0
H 5.391316 3.495745 0.835862 0.0 -0.1 0.0
H 7.493196 2.437053 1.612888 -0.1 0.0 0.0
H 7.561786 -0.007776 2.020986 -0.1 0.0 0.0
H 5.556720 -1.374825 1.644781 0.0 0.0 0.0
H 2.734015 -0.541714 5.192442 -0.1 0.1 -0.1
H 0.881260 1.429899 5.535414 0.0 -0.1 -0.1
H -0.521509 2.896087 3.555531 0.0 0.1 0.1
H -1.613580 1.692349 2.901351 -0.1 -0.1 0.0
H -0.606676 3.405698 -1.448312 0.1 0.0 0.0
H -2.346876 4.874374 -2.369722 0.0 0.0 0.1
H -4.100260 5.807390 -0.882604 0.1 0.0 0.0
H -4.050635 5.293194 1.541129 0.0 0.0 0.0
H -2.288413 3.867101 2.471487 0.0 0.0 -0.1
H 1.429211 4.128152 -0.607278 0.0 0.0 0.0
H 3.297781 5.689171 -0.339534 0.0 -0.1 0.1
H 4.372114 5.977514 1.878243 -0.1 -0.1 0.0
H 3.569455 4.651385 3.809072 0.0 0.0 -0.1
H 1.706292 3.080158 3.549443 0.0 0.0 0.0
O 0.166003 -0.329539 -1.623575 0.0 -0.1 0.3
S -0.249525 0.332226 -2.914443 0.2 -0.1 0.1
C -1.920580 0.935463 -2.649262 -0.1 0.2 -0.1
C -2.975456 -0.099091 -2.294542 0.0 0.1 0.0
C -4.238758 0.536125 -1.700888 0.0 0.1 0.0
C -4.049856 1.417377 -0.465651 0.0 0.1 -0.1
S -3.373504 0.741999 1.059845 0.0 -0.1 0.0
O -2.043065 0.103998 0.735548 0.1 0.0 -0.1
C -4.488177 -0.614014 1.390868 0.0 0.1 0.0
C -3.963210 -1.678096 2.107764 0.0 -0.1 0.0
C -4.802112 -2.711328 2.499610 0.1 -0.1 0.0
C -6.153298 -2.669131 2.188256 0.0 0.0 0.0
C -6.674320 -1.587084 1.490529 0.0 0.0 0.0
C -5.844354 -0.548173 1.095744 -0.1 0.0 -0.1
C -0.570353 -1.029905 -4.014294 0.0 0.1 0.0
C -1.050928 -0.766043 -5.290168 0.0 0.1 -0.1
C -1.285210 -1.827917 -6.150189 0.0 0.1 0.0
C -1.021231 -3.128169 -5.733916 0.0 -0.1 0.0
C -0.516963 -3.368637 -4.464400 0.0 -0.1 0.0
C -0.283860 -2.313621 -3.589203 0.0 -0.1 0.0
H -2.178429 1.530180 -3.533865 0.0 -0.1 0.0
H -1.756221 1.642042 -1.835158 -0.1 0.0 0.0
H -2.548451 -0.808090 -1.596489 0.0 0.0 0.0
H -3.251379 -0.668449 -3.182578 0.0 0.0 0.0
H -4.967254 -0.248282 -1.496831 0.0 -0.1 0.0
H -4.699451 1.185234 -2.453461 0.0 0.0 0.0
H -4.994906 1.879532 -0.161336 0.1 -0.1 0.0
H -3.381730 2.260311 -0.655151 0.0 0.0 0.0
H -2.910508 -1.697178 2.357467 0.0 0.0 0.0
H -4.394205 -3.547516 3.055797 0.0 0.1 0.0
H -6.808049 -3.474940 2.499756 0.1 0.1 0.0
H -7.731045 -1.548554 1.255559 0.1 0.0 0.0
H -6.262122 0.298997 0.563171 0.0 -0.1 0.1
H -1.235631 0.254741 -5.618107 0.0 -0.1 0.0
H -1.664432 -1.640899 -7.148216 0.0 0.0 0.1
H -1.198488 -3.956324 -6.410808 0.0 0.1 0.1
H -0.296319 -4.382142 -4.149564 0.0 0.1 0.0
H 0.127378 -2.474539 -2.600948 0.0 0.0 0.0
N 1.153933 -4.429806 1.128547 0.1 0.0 0.1
C -0.039392 -4.183626 0.534473 0.2 -0.3 0.1
C -0.858712 -5.279545 0.185628 0.3 -0.1 0.1
C -2.086485 -5.056606 -0.363682 -0.2 -0.1 -0.1
C -2.503753 -3.739317 -0.545083 -0.1 0.1 -0.1
C -1.642256 -2.742186 -0.169677 -0.1 -0.1 -0.2
N -0.408706 -2.913863 0.339234 -0.2 0.3 0.1
H 1.504565 -5.368179 1.144185 0.0 -0.1 0.0
H 1.828707 -3.690509 1.199868 -0.1 -0.1 -0.2
H -0.493962 -6.283523 0.369985 0.0 0.1 0.0
H -2.723456 -5.890177 -0.637696 0.0 0.1 0.0
H -3.477458 -3.486551 -0.946877 0.1 -0.1 0.0
H -1.958131 -1.723566 -0.256807 0.0 0.2 0.0
```
Forces are in eV/Å.

Calculated values
**ΔE to the lowest compared entry with this formula, charge and spin**: 0.723 eV
**Total charge**: +1
**Spin multiplicity**: 3
**Max |F|**: 0.8 eV/Å
**Orbital gap (spin up / spin down)**: 7.191 / 7.401 eV
**E_LUMO (spin up / spin down)**: -1.66 / -1.66 eV